[1]
Formula: C23H44Cl3N4O3SSiY
Source: the Open Molecules 2025 dataset
Level of theory: the ωB97M-V functional and the def2-TZVPD basis

Computed properties:
ΔE to the lowest compared entry with this formula, charge and spin (kcal per mole): 96.63
Total charge: 0
Gap between HOMO and LUMO (eV): 7.93

```
80
Properties=species:S:1:pos:R:3:lowdin_charge:R:1
C -2.201 -2.492 -4.521 -0.061
C -1.463 -2.779 -3.223 -0.213
H -2.666 -3.474 -4.767 0.082
H -1.512 -2.162 -5.323 0.084
H -2.880 -1.636 -4.450 0.056
C -0.540 -3.773 -3.265 -0.126
C -0.295 -4.720 -4.417 -0.112
H -0.263 -4.211 -2.298 0.091
H 0.402 -4.560 -5.292 0.086
H -1.291 -5.015 -4.849 0.075
H 0.180 -5.613 -3.978 0.061
Y 1.089 1.549 1.135 0.720
Cl -1.711 1.675 1.242 -0.033
Cl 2.055 3.590 -0.144 -0.168
H 1.643 5.999 4.139 0.106
H -1.251 6.381 3.828 0.105
C 1.475 5.720 3.073 -0.020
C -0.944 5.973 2.835 -0.040
N 0.171 5.059 2.936 -0.169
H 2.284 5.085 2.682 0.078
C -0.053 3.759 2.940 -0.321
O 0.886 2.913 2.809 -0.249
H -1.750 5.356 2.410 0.098
H -1.074 3.436 3.071 0.086
H 1.430 6.644 2.455 0.097
H -0.679 6.817 2.156 0.106
H 2.550 -0.549 -2.843 0.078
H 2.817 -3.005 -2.256 0.099
C 3.430 -0.443 -2.171 -0.058
C 3.599 -2.795 -1.495 -0.051
N 3.418 -1.422 -1.095 -0.183
H 3.458 0.596 -1.768 0.102
C 3.146 -1.082 0.195 -0.270
O 2.870 0.140 0.553 -0.346
H 3.515 -3.463 -0.634 0.088
H 3.171 -1.876 0.949 0.133
H 4.323 -0.639 -2.783 0.096
H 4.597 -2.928 -1.959 0.100
O -0.838 -0.584 -2.782 -0.367
C -1.550 -1.718 -2.119 -0.228
C 0.155 -2.816 -0.538 -0.176
C -1.105 -2.249 -0.729 -0.263
H 0.831 -2.735 -1.371 0.073
C 0.427 -3.478 0.645 -0.112
H -2.658 -1.382 -1.987 0.165
C -2.029 -2.247 0.315 -0.040
H 1.380 -4.016 0.773 0.100
C -0.506 -3.516 1.707 -0.135
C -1.708 -2.836 1.548 -0.106
H -2.994 -1.780 0.160 0.109
H -0.250 -4.097 2.608 0.105
H -2.442 -2.832 2.340 0.091
Si -0.501 1.094 -3.145 0.453
Cl 0.574 -0.085 -0.590 0.368
C 1.143 1.896 -3.660 -0.175
C -1.323 2.584 -2.210 -0.210
C -1.625 0.690 -4.609 -0.195
H 1.992 1.204 -3.649 -0.012
H 1.439 2.783 -3.059 0.014
H 1.084 2.295 -4.688 0.036
H -1.060 -0.099 -5.218 0.044
H -1.830 1.587 -5.251 0.030
H -2.581 0.281 -4.130 0.047
H -2.141 2.227 -1.573 -0.018
H -1.786 3.295 -2.923 0.029
H -0.693 3.252 -1.595 -0.008
C 0.016 0.835 6.246 -0.073
N 0.356 -0.307 5.381 -0.059
C -0.107 -0.329 4.092 -0.806
S 0.986 -0.805 2.865 0.660
N -1.379 0.007 3.848 -0.049
C -2.463 -0.267 4.774 -0.066
H -0.982 0.632 6.669 0.065
H -0.009 1.801 5.695 0.087
H 0.755 0.967 7.067 0.096
H 1.314 -0.625 5.389 0.091
H -1.632 0.295 2.888 -0.029
H -2.868 0.665 5.171 0.083
H -3.250 -0.756 4.193 0.090
H -2.077 -0.886 5.578 0.084
```

---

[2]
Formula: C2H5N5
Source: the Open Molecules 2025 dataset
Level of theory: the ωB97M-V functional and the def2-TZVPD basis

Computed properties:
ΔE to the lowest compared entry with this formula, charge and spin (kcal per mole): 119.30
Total charge: 0
Gap between HOMO and LUMO (alpha / beta) (eV): 8.00 / 8.00

```
12
Properties=species:S:1:pos:R:3:nbo_charge:R:1
C -2.181 -0.822 0.003 -0.091
C 2.145 0.658 -0.086 -0.414
N -2.972 0.179 0.123 0.035
N -0.849 -0.823 0.044 -0.280
N -3.590 1.102 0.412 0.017
N -0.081 0.219 -0.007 -0.026
N 1.126 -0.152 0.416 -0.414
H -2.414 -1.801 -0.395 0.230
H 2.231 0.549 -1.273 0.161
H 2.155 1.662 0.140 0.211
H 3.108 0.382 0.340 0.206
H 1.324 -1.155 0.284 0.365
```

---

[3]
Formula: C6H11N
Source: the Open Molecules 2025 dataset
Level of theory: the ωB97M-V functional and the def2-TZVPD basis

Computed properties:
ΔE to the lowest compared entry with this formula, charge and spin (kcal per mole): 41.01
SMILES: C=CCN/C=C/C
Total charge: 0
Gap between HOMO and LUMO (eV): 8.98

```
18
Properties=species:S:1:pos:R:3:nbo_charge:R:1
C 1.541 -1.289 -2.827 -0.386
C 1.384 -1.303 -1.523 -0.187
C 0.267 -0.639 -0.761 -0.264
N 0.750 -0.211 0.560 -0.598
C -0.107 0.602 1.277 0.013
C -1.393 0.873 1.052 -0.321
C -2.168 1.657 2.083 -0.635
H 0.988 -0.691 -3.545 0.195
H 2.197 -1.980 -3.318 0.198
H 1.991 -1.908 -0.850 0.198
H -0.126 0.213 -1.328 0.183
H -0.530 -1.371 -0.620 0.208
H 1.731 0.000 0.466 0.379
H 0.403 1.100 2.102 0.186
H -1.872 0.714 0.095 0.201
H -3.243 1.605 1.876 0.211
H -1.990 1.301 3.089 0.213
H -2.032 2.739 1.979 0.206
```

---

[4]
Formula: C22H53Br4FN3Sr
Source: the Open Molecules 2025 dataset
Level of theory: the ωB97M-V functional and the def2-TZVPD basis

Computed properties:
Total charge: +1
Gap between HOMO and LUMO (eV): 8.94

```
84
Properties=species:S:1:pos:R:3:lowdin_charge:R:1
Sr -0.040 0.414 -1.068 1.475
F 0.842 -0.850 0.545 -0.664
Br -0.549 -1.794 6.474 0.675
C -2.274 -1.298 5.782 -0.716
C -2.142 -0.156 4.774 -0.655
Br -3.923 0.136 3.924 0.623
H -2.892 -0.985 6.629 0.062
H -2.698 -2.139 5.194 0.063
H -1.556 -0.463 3.878 0.045
H -1.845 0.808 5.144 0.033
Br 0.672 -4.088 2.672 0.520
C 2.214 -2.754 2.591 -0.597
C 2.634 -2.119 3.888 -0.699
Br 3.551 -3.258 5.154 0.622
H 1.795 -1.971 2.016 -0.013
H 2.991 -3.211 2.047 0.040
H 1.790 -1.741 4.418 -0.005
H 3.276 -1.291 3.672 0.053
C 0.367 3.838 -1.072 -0.090
C 0.268 3.475 0.386 -0.292
N -0.748 2.479 0.580 -0.264
C -2.054 3.171 0.459 -0.241
C -3.250 2.242 0.621 -0.043
C -0.503 1.814 1.903 -0.272
C -0.649 2.694 3.105 -0.075
H 0.631 3.060 -1.824 0.042
H 1.140 4.571 -1.244 0.091
H -0.545 4.287 -1.442 0.073
H 1.263 3.266 0.765 0.126
H -0.040 4.415 0.829 0.123
H -2.099 4.035 1.147 0.131
H -2.030 3.560 -0.536 0.091
H -3.136 1.450 -0.072 0.037
H -3.174 1.863 1.657 0.029
H -4.109 2.899 0.477 0.099
H 0.543 1.425 1.933 0.124
H -1.192 1.000 2.018 0.066
H 0.120 3.500 3.156 0.096
H -0.566 2.022 3.987 0.074
H -1.677 3.146 3.130 0.095
C -0.140 -2.929 -2.972 -0.068
C -1.458 -2.182 -3.014 -0.273
N -1.853 -1.315 -1.893 -0.281
C -3.251 -0.785 -2.129 -0.240
C -4.349 -1.770 -2.495 -0.073
C -1.900 -2.196 -0.642 -0.249
C -2.469 -1.625 0.637 -0.070
H 0.740 -2.243 -2.891 0.055
H 0.015 -3.457 -3.939 0.101
H -0.039 -3.682 -2.168 0.094
H -1.568 -1.557 -3.894 0.123
H -2.193 -3.030 -3.050 0.127
H -3.632 -0.351 -1.182 0.081
H -3.248 0.037 -2.828 0.110
H -4.323 -2.173 -3.469 0.059
H -4.366 -2.608 -1.795 0.086
H -5.331 -1.316 -2.431 0.087
H -0.833 -2.430 -0.509 0.091
H -2.326 -3.121 -0.915 0.101
H -3.360 -1.087 0.464 0.040
H -1.754 -0.960 1.161 0.055
H -2.667 -2.484 1.314 0.107
C 1.890 0.762 -4.458 -0.065
C 2.683 1.233 -3.232 -0.282
N 2.578 0.348 -2.090 -0.274
C 3.203 -0.919 -2.459 -0.230
C 3.151 -1.889 -1.213 -0.064
C 3.235 0.928 -0.904 -0.252
C 4.690 1.399 -1.087 -0.061
H 2.346 -0.164 -4.857 0.084
H 1.925 1.484 -5.250 0.070
H 0.785 0.635 -4.240 0.082
H 3.751 1.386 -3.474 0.118
H 2.306 2.261 -2.910 0.122
H 2.593 -1.334 -3.261 0.079
H 4.227 -0.858 -2.845 0.130
H 3.219 -2.862 -1.612 0.058
H 3.944 -1.700 -0.427 0.099
H 2.188 -1.801 -0.710 0.030
H 3.166 0.325 0.009 0.109
H 2.747 1.867 -0.726 0.083
H 5.400 0.648 -1.180 0.051
H 5.036 1.954 -0.210 0.089
H 4.836 2.107 -1.920 0.080
```

---

[5]
Formula: C19H18BrN3O3
Source: the Open Molecules 2025 dataset
Level of theory: the ωB97M-V functional and the def2-TZVPD basis

Computed properties:
ΔE to the lowest compared entry with this formula, charge and spin (kcal per mole): 5.67
SMILES: O=C(N/C(=C/c1cccnc1)C(=O)N1CCOCC1)c1ccccc1Br
Total charge: 0
Gap between HOMO and LUMO (eV): 8.70

```
44
Properties=species:S:1:pos:R:3:nbo_charge:R:1
O 2.837 2.987 2.164 -0.565
C 2.136 2.188 1.584 0.673
N 0.903 1.862 2.083 -0.599
C -0.161 1.189 1.499 0.126
C -1.228 0.847 2.243 -0.250
C -2.468 0.279 1.743 -0.104
C -3.037 0.648 0.521 -0.166
C -4.219 0.053 0.120 -0.256
C -4.807 -0.886 0.956 0.028
N -4.295 -1.227 2.127 -0.410
C -3.171 -0.658 2.509 0.046
C -0.140 1.065 0.001 0.658
O -0.074 2.072 -0.685 -0.628
N -0.229 -0.165 -0.549 -0.425
C -0.400 -1.417 0.149 -0.263
C 0.547 -2.500 -0.417 -0.074
O 1.043 -2.173 -1.693 -0.521
C 0.036 -1.618 -2.500 -0.078
C -0.333 -0.218 -2.000 -0.244
C 2.592 1.469 0.357 -0.125
C 2.810 2.168 -0.824 -0.152
C 3.286 1.512 -1.945 -0.222
C 3.580 0.159 -1.888 -0.178
C 3.409 -0.544 -0.708 -0.239
C 2.912 0.118 0.400 -0.069
Br 2.709 -0.844 2.038 0.052
H 0.716 2.281 2.989 0.415
H -1.179 0.996 3.315 0.216
H -2.574 1.412 -0.085 0.229
H -4.684 0.323 -0.816 0.222
H -5.732 -1.378 0.688 0.194
H -2.792 -0.971 3.474 0.190
H -1.442 -1.745 0.040 0.197
H -0.198 -1.275 1.210 0.245
H 1.423 -2.629 0.219 0.199
H 0.005 -3.457 -0.459 0.170
H 0.441 -1.562 -3.512 0.205
H -0.846 -2.274 -2.508 0.163
H -1.350 0.049 -2.313 0.196
H 0.355 0.532 -2.398 0.235
H 2.577 3.220 -0.854 0.234
H 3.432 2.060 -2.863 0.221
H 3.954 -0.357 -2.759 0.220
H 3.655 -1.592 -0.653 0.234
```

---

no.,energy (eV)
1,-93996.485
2,-9600.848
3,-7888.753
4,-311863.699
5,-100650.318